[1]
Molecular formula: C6H15ClNPS
Method: DFT, wB97M-V/def2-TZVPD

Geometry (Å):
C1 3.57944 -0.83967 -0.81672
C2 2.93130 0.10561 -1.78471
S1 1.50655 0.91575 -1.05243
P1 -0.01483 -0.52560 -1.02058
Cl1 -1.31909 0.46893 -2.30872
N1 -0.61749 -0.09155 0.71091
C3 -1.47344 -1.31592 0.98643
C4 -2.79660 -1.49539 0.39629
C5 -1.39969 1.09140 0.91559
C6 -0.59199 2.28836 1.19833
H1 2.85722 -0.80858 -0.01699
H2 3.49179 -1.95990 -1.12469
H3 4.59363 -0.53459 -0.61460
H4 2.71578 -0.38799 -2.73964
H5 3.58927 0.95106 -1.98448
H6 -1.63625 -1.40708 2.06156
H7 -0.94490 -2.23692 0.73231
H8 -2.60174 -1.58507 -0.70146
H9 -3.27736 -2.37418 0.75425
H10 -3.50284 -0.60127 0.45009
H11 -1.99568 1.06104 1.83060
H12 -2.05984 1.47515 0.07601
H13 0.02769 2.19985 2.19118
H14 0.19305 2.50270 0.43318
H15 -1.25396 3.10385 1.42828

Output
energy above the lowest of the compared OMol25 structures with the same formula, charge and spin = 0.490 eV
highest occupied orbital energy = -9.0 eV
lowest unoccupied orbital energy = 0.734 eV
frontier orbital gap = 9.6877 eV
SMILES = CCSP(Cl)N(CC)CC

---

[2]
Molecular formula: C6H15F6KN2O9S2
Method: DFT, wB97M-V/def2-TZVPD

Geometry (Å):
K1 0.93159 2.03378 -0.07023
C1 -2.41630 -4.26174 2.27930
F1 -1.16627 -4.71889 2.03992
F2 -3.31331 -5.23967 1.93210
F3 -2.58393 -3.98497 3.54323
S1 -2.69674 -2.57114 1.30571
O1 -3.71509 -1.77694 1.99605
O2 -1.31642 -2.00676 1.31969
N1 -2.98518 -3.20737 -0.25362
S2 -4.47398 -2.81827 -0.48451
O3 -5.34280 -3.42630 0.46844
O4 -4.62944 -1.38947 -0.82938
C2 -4.75861 -3.83089 -2.13931
F4 -5.88419 -3.50073 -2.68239
F5 -3.77815 -3.50315 -2.99314
F6 -4.65193 -5.18314 -1.97315
C3 -0.36585 -1.40349 -4.06941
O5 -0.98237 -0.74617 -2.97021
H1 0.55560 -0.98189 -4.47102
H2 -0.16490 -2.44974 -3.83901
H3 -1.05478 -1.35837 -4.91289
H4 -1.48019 -1.44393 -2.53788
C4 3.60439 5.93271 2.30921
O6 3.31141 5.29013 1.13832
H5 3.03848 6.86422 2.32073
H6 3.23095 5.24104 3.06435
H7 4.67819 6.11585 2.34823
H8 3.47761 5.87460 0.39511
C5 1.87157 3.93949 -5.29760
O7 1.98590 4.07752 -3.86702
H9 0.90394 4.10896 -5.76990
H10 2.60426 4.58660 -5.77981
H11 2.10045 2.89374 -5.50280
H12 2.23050 4.99482 -3.72440
C6 3.21378 -0.86540 5.71326
N2 3.46634 0.35298 4.97412
O8 4.05752 1.26995 5.55193
O9 3.01801 0.45558 3.83358
H13 3.58548 -1.70633 5.12779
H14 2.13289 -0.86541 5.85387
H15 3.76157 -0.79162 6.65272

Output
highest occupied orbital energy = -8.4 eV
lowest unoccupied orbital energy = -1.569 eV
frontier orbital gap = 6.8076 eV

---

[3]
Molecular formula: C6H15FP
Method: DFT, wB97M-V/def2-TZVPD

Geometry (Å):
C1 1.37384 -2.45218 -0.61008
C2 2.27238 2.18958 0.06833
C3 -3.61870 -0.14946 0.71623
C4 1.45675 -1.22361 0.41060
C5 0.97776 1.64616 -0.58944
C6 -2.86100 -0.08023 -0.49694
F1 0.24324 0.67011 1.79570
P1 0.14473 0.16267 0.27872
H1 1.49264 -2.11121 -1.61175
H2 2.24900 -3.10147 -0.28699
H3 0.43169 -2.97375 -0.74783
H4 2.35476 2.61142 1.07934
H5 3.14538 1.50021 0.04269
H6 2.50018 3.03388 -0.57574
H7 -2.98783 -0.54245 1.44825
H8 -4.22865 0.77854 0.91139
H9 -4.39165 -0.96737 0.58447
H10 2.38670 -0.66580 0.39252
H11 1.33329 -1.54148 1.47878
H12 0.93651 1.19176 -1.59286
H13 0.24933 2.37641 -0.48370
H14 -3.05915 0.64725 -1.34598
H15 -2.40120 -0.99898 -0.86572

Output
energy above the lowest of the compared OMol25 structures with the same formula, charge and spin = 3.184 eV
net charge = +1
highest occupied orbital energy (alpha / beta) = -13.1 / -13.1 eV
lowest unoccupied orbital energy (alpha / beta) = -6.293 / -6.294 eV
frontier orbital gap (alpha / beta) = 6.8489 / 6.8467 eV

---

[4]
Molecular formula: C6H15IOSi
Method: DFT, wB97M-V/def2-TZVPD

Geometry (Å):
C1 -0.10042 -3.06804 -0.82301
C2 0.31416 2.66391 -0.15464
C3 -1.68525 0.38906 -0.56774
C4 0.27526 0.96752 1.93960
C5 0.71139 -2.67242 0.35923
C6 1.30320 -0.35395 -0.59720
O1 2.65028 -0.29101 -0.36253
Si1 -0.00978 0.85163 0.13068
I1 -0.32399 -2.71526 2.19112
H1 0.46441 -2.93563 -1.79058
H2 -0.40748 -4.04950 -0.64600
H3 -0.98396 -2.53131 -1.01991
H4 -0.06802 3.13380 -1.05342
H5 0.02594 3.29942 0.79186
H6 1.44174 2.97418 0.03932
H7 -2.13705 1.36634 -1.05929
H8 -1.73601 -0.29017 -1.39158
H9 -2.46162 0.11538 0.07299
H10 0.08584 -0.03582 2.53824
H11 1.24850 1.48767 2.10527
H12 -0.40173 1.59550 2.42272
H13 1.72148 -3.13599 0.62470
H14 0.98964 -0.92925 -1.48603
H15 2.90914 -0.03723 0.53654

Output
energy above the lowest of the compared OMol25 structures with the same formula, charge and spin = 6.427 eV
highest occupied orbital energy (alpha / beta) = -7.4 / -7.7 eV
lowest unoccupied orbital energy (alpha / beta) = 0.198 / 0.451 eV
frontier orbital gap (alpha / beta) = 7.5661 / 8.1539 eV

---

[5]
Molecular formula: C6H15N
Method: DFT, wB97M-V/def2-TZVPD

Geometry (Å):
C1 -0.68253 2.38919 1.98678
C2 -1.28160 -1.18815 0.60053
C3 -1.45715 0.02074 1.50478
C4 -0.53287 1.16055 1.10269
H1 -1.70124 2.78010 1.90744
H2 -0.00569 3.17855 1.65989
H3 -0.48968 2.17960 3.03894
H4 -1.93636 -2.00824 0.90395
H5 -0.25195 -1.53689 0.57317
H6 -1.55873 -0.90996 -0.41614
H7 -1.29931 -0.24710 2.55400
H8 -2.49345 0.36865 1.41861
H9 0.50270 0.81447 1.09050
H10 -0.75896 1.44558 0.07431
C5 1.05439 -1.78193 -2.42584
C6 2.59550 -0.06441 -2.13319
N1 1.46897 -0.45068 -2.75093
H11 0.00060 -1.75099 -2.10740
H12 1.64831 -2.21515 -1.60365
H13 1.10838 -2.44736 -3.30308
H14 2.98824 0.93158 -2.31740
H15 3.08242 -0.66816 -1.35796

Output
energy above the lowest of the compared OMol25 structures with the same formula, charge and spin = 0.638 eV
net charge = -1
highest occupied orbital energy (alpha / beta) = 1.0 / -3.5 eV
multiplicity = 2
expectation value of S² = 0.753
lowest unoccupied orbital energy (alpha / beta) = 3.601 / 3.566 eV
frontier orbital gap (alpha / beta) = 2.6332 / 7.1044 eV

---

[6]
Molecular formula: C6H15N
Method: DFT, wB97M-V/def2-TZVPD

Geometry (Å):
C1 -2.07824 -0.19079 -1.20934
C2 -1.42414 -0.11908 0.15716
C3 -0.25610 -0.89099 0.19286
C4 0.99523 -0.70919 -0.79247
C5 2.16721 -0.08891 -0.07808
C6 1.89419 1.00375 1.05642
N1 -2.06570 -0.44281 1.45668
H1 -1.44476 0.22003 -2.01091
H2 -2.33349 -1.21933 -1.46266
H3 -2.95224 0.45058 -1.13858
H4 -1.25563 1.09170 0.18147
H5 0.23994 -0.89518 1.14759
H6 -0.68885 -1.89130 0.09854
H7 1.44949 -1.61450 -1.39883
H8 0.40784 -0.09560 -1.48093
H9 2.78966 -0.88370 0.47133
H10 2.68877 0.35197 -0.97882
H11 2.87334 1.10717 1.49793
H12 1.29314 0.56789 1.82513
H13 1.26565 1.89551 0.71609
H14 -2.14800 0.45881 1.90702
H15 -1.41731 1.89398 -0.15762

Output
energy above the lowest of the compared OMol25 structures with the same formula, charge and spin = 7.791 eV
highest occupied orbital energy = -7.6 eV
lowest unoccupied orbital energy = -1.368 eV
frontier orbital gap = 6.2452 eV

---

[7]
Molecular formula: C6H15N
Method: DFT, wB97M-V/def2-TZVPD

Geometry (Å):
C1 -0.26532 -0.69050 1.04707
N1 -1.22034 0.29630 0.57580
C2 -2.20059 -0.39547 -0.26514
C3 -1.72836 -1.17865 -1.54736
C4 1.26999 -0.44791 0.93722
C5 1.46504 1.94342 -0.21426
C6 1.67405 1.04888 1.07200
H1 -0.39078 -0.94858 2.18914
H2 -0.40270 -1.83554 0.61417
H3 0.41383 -0.34844 -1.85673
H4 -2.81094 -1.16041 0.35480
H5 -2.92284 0.30923 -0.61067
H6 -0.58690 -0.70820 -1.67639
H7 -2.28926 -1.06813 -2.46452
H8 -1.40450 -2.24531 -1.53949
H9 1.70318 -0.81424 0.00633
H10 1.83694 -1.00498 1.77849
H11 1.72601 2.97239 -0.06995
H12 2.01762 1.71969 -1.15671
H13 0.37605 1.78136 -0.45621
H14 2.69012 1.29758 1.47765
H15 1.04969 1.47752 1.80476

Output
energy above the lowest of the compared OMol25 structures with the same formula, charge and spin = 8.134 eV
highest occupied orbital energy = -7.5 eV
lowest unoccupied orbital energy = -2.152 eV
frontier orbital gap = 5.3560 eV

---

[8]
Molecular formula: C6H15N
Method: DFT, wB97M-V/def2-TZVPD

Geometry (Å):
C1 -2.04118 -2.38379 -0.45032
C2 -1.13662 -1.13890 -0.74378
C3 -0.21375 -0.81219 0.42867
C4 0.72749 0.34954 0.08753
C5 2.14473 0.06326 0.62360
N1 0.16648 1.59163 0.57865
C6 0.28068 2.80637 -0.20430
H1 -3.10262 -2.13093 -0.39717
H2 -1.79582 -2.71701 0.55906
H3 -1.95973 -3.14697 -1.21787
H4 -1.71467 -0.27627 -1.07044
H5 -0.55427 -1.49923 -1.59937
H6 0.31910 -1.72080 0.70131
H7 -0.82159 -0.59949 1.31274
H8 0.85440 0.48274 -0.98690
H9 2.22406 -0.19236 1.67997
H10 2.76705 0.93740 0.41536
H11 2.53965 -0.80869 0.09370
H12 0.30856 1.81097 1.55315
H13 1.22489 2.74574 -0.78438
H14 0.25618 3.69560 0.41119
H15 -0.47301 2.94339 -0.99039

Output
energy above the lowest of the compared OMol25 structures with the same formula, charge and spin = 1.004 eV
highest occupied orbital energy = -8.2 eV
lowest unoccupied orbital energy = 1.174 eV
frontier orbital gap = 9.3825 eV
SMILES = CCC[C@H](C)NC

---

[9]
Molecular formula: C6H15N
Method: DFT, wB97M-V/def2-TZVPD

Geometry (Å):
C1 0.99968 -1.27556 2.39517
C2 0.65641 -2.02244 1.05626
N1 -0.01783 -1.32711 -0.05726
C3 0.53803 0.01143 -0.33711
C4 -0.39926 0.81780 -1.30431
C5 0.01248 2.27556 -1.24488
C6 -1.90830 0.58162 -1.13692
H1 1.14519 -0.27571 1.96790
H2 1.88891 -1.52727 2.93872
H3 0.26063 -1.17291 3.17278
H4 1.62082 -2.32811 0.63485
H5 0.16820 -2.89257 1.44490
H6 -0.95743 -1.16602 0.29633
H7 0.95975 0.69001 0.42170
H8 1.53142 -0.13438 -0.79392
H9 -0.08736 0.31096 -2.28937
H10 -0.74267 3.02746 -1.50910
H11 0.47436 2.44703 -0.25699
H12 0.78683 2.53128 -2.00610
H13 -2.46294 1.29321 -1.71872
H14 -2.31665 0.54806 -0.12432
H15 -2.15025 -0.41235 -1.54961

Output
energy above the lowest of the compared OMol25 structures with the same formula, charge and spin = 1.812 eV
highest occupied orbital energy = -9.1 eV
lowest unoccupied orbital energy = 1.088 eV
frontier orbital gap = 10.1400 eV
SMILES = CCNCC(C)C

---

[10]
Molecular formula: C6H15N
Method: DFT, wB97M-V/def2-TZVPD

Geometry (Å):
C1 2.36776 -1.06699 -0.63907
C2 1.08916 -2.05769 -0.97504
C3 -0.05962 -1.96461 -0.01588
N1 -1.05766 -0.90027 -0.00264
C4 -0.61042 0.39522 0.64346
C5 -1.61496 1.51786 0.65344
C6 -1.07789 2.95691 0.54794
H1 2.26235 -0.01945 -1.06601
H2 2.47691 -0.99282 0.57256
H3 3.20914 -1.58766 -1.00650
H4 0.66897 -1.65011 -1.92612
H5 1.52378 -2.95446 -1.20516
H6 -0.66931 -3.00128 -0.33050
H7 0.16442 -2.17396 1.03553
H8 -1.27110 -0.66629 -1.12123
H9 -0.19768 0.30435 1.70131
H10 0.34612 0.85003 0.08397
H11 -2.31897 1.47875 1.61591
H12 -2.27983 1.40648 -0.25910
H13 -1.80256 3.79186 0.18812
H14 -0.25255 2.96002 -0.02163
H15 -0.89605 3.37410 1.52661

Output
energy above the lowest of the compared OMol25 structures with the same formula, charge and spin = 3.027 eV
highest occupied orbital energy = -8.8 eV
lowest unoccupied orbital energy = 1.096 eV
frontier orbital gap = 9.9101 eV
SMILES = CCCNCCC